1.
One molecule with the formula C3H2O, computed with the ωB97M-V functional and the def2-TZVPD basis.

Each line ends with the Mulliken charge.
Cartesian coordinates (Å):
C: -0.880 -0.184 -0.008  0.274
C: -1.853 -0.951 -0.007  -0.332
C: 0.623 0.060 0.005  -0.023
O: -0.261 1.068 0.005  -0.313
H: 1.262 0.098 0.963  0.197
H: 1.108 -0.090 -0.958  0.198

**2S+1**: 1
**Relative energy (zero: lowest compared OMol25 entry of this formula, charge and spin)**: 377.9 kJ/mol
**Frontier orbital gap**: 9.14 eV
**Total energy**: -5184.2749 eV

***

2.
A 2-piece molecular cluster, C10H11BO overall, computed with the ωB97M-V functional and the def2-TZVPD basis.

Each line ends with the Mulliken charge.
Cartesian coordinates (Å):
B: 0.406 -0.129 -0.245  0.338
C: 1.918 -0.165 -0.776  -0.179
C: 1.904 1.243 -1.033  -0.821
C: -3.115 0.108 0.718  -0.582
C: -1.848 -0.290 0.986  -0.845
C: -3.151 0.665 -0.600  -0.363
C: 1.851 -0.277 0.686  -0.361
C: 1.949 1.939 0.172  -0.245
C: -1.008 0.020 -0.159  0.898
C: -1.907 0.612 -1.133  -1.252
C: 1.934 1.029 1.218  -0.570
O: 1.083 -3.264 -0.182  -0.629
H: 2.253 -0.939 -1.442  0.529
H: 1.859 1.681 -2.013  0.467
H: -3.962 0.030 1.375  0.445
H: -1.480 -0.734 1.892  0.356
H: -4.032 1.061 -1.074  0.444
H: 2.016 -1.187 1.232  0.509
H: 1.945 3.009 0.271  0.449
H: 0.340 -2.781 -0.543  0.319
H: -1.595 0.952 -2.103  0.339
H: 1.911 1.271 2.265  0.448
H: 0.730 -3.854 0.489  0.305

**2S+1**: 1
**Relative energy (zero: lowest compared OMol25 entry of this formula, charge and spin)**: 158.7 kJ/mol
**Frontier orbital gap**: 7.44 eV
**Total energy**: -13269.2653 eV

***

3.
One molecule with the formula C3H8N2OS, computed with the ωB97M-V functional and the def2-TZVPD basis.

Each line ends with the Mulliken charge.
Cartesian coordinates (Å):
C: -1.326 1.612 1.259  -0.690
C: -0.059 -0.394 1.125  -0.479
C: 0.590 -0.354 -0.267  0.235
H: -0.860 1.905 2.203  0.303
H: -0.741 2.041 0.447  0.327
H: -2.362 1.972 1.153  0.255
H: 0.532 0.155 1.836  0.361
H: -0.160 -1.412 1.479  0.301
H: 0.150 -0.323 -2.183  0.250
H: -1.980 -0.419 -0.520  0.364
H: -1.594 -1.932 -1.106  0.257
N: -0.172 -0.677 -1.293  0.080
N: -1.541 -0.904 -1.282  -0.779
O: -1.337 0.208 1.206  -0.436
S: 2.154 0.139 -0.477  -0.348

**2S+1**: 1
**Relative energy (zero: lowest compared OMol25 entry of this formula, charge and spin)**: 243.7 kJ/mol
**Frontier orbital gap**: 9.06 eV
**Total energy**: -19101.9761 eV

***

4.
C16H20F5N3OPdTe as an isolated structure, computed with the ωB97M-V functional and the def2-TZVPD basis.

Each line ends with the Mulliken charge.
Cartesian coordinates (Å):
Pd: -0.440 0.001 -0.204  0.475
C: -1.225 -3.036 -0.471  -1.084
N: 0.002 -2.249 -0.631  0.748
C: 1.027 -2.674 0.337  -1.028
C: 0.535 -2.241 -1.970  0.534
C: 0.585 -3.388 -2.742  -0.267
C: 1.096 -3.355 -4.033  -0.852
C: 1.555 -2.158 -4.566  -0.839
C: 1.525 -1.002 -3.809  -0.414
C: 1.032 -1.023 -2.495  -0.296
N: 0.876 0.102 -1.709  0.117
C: 1.572 1.285 -1.852  -0.073
C: 2.879 1.366 -2.349  -0.522
C: 3.567 2.565 -2.327  -0.807
C: 2.962 3.701 -1.809  -0.761
C: 1.669 3.638 -1.304  -0.180
C: 0.962 2.448 -1.313  0.390
N: -0.371 2.337 -0.794  0.636
C: -0.709 3.301 0.254  -1.369
C: -1.371 2.383 -1.872  -1.006
H: -1.044 -4.116 -0.524  0.366
H: -1.942 -2.751 -1.239  0.380
H: -1.650 -2.801 0.505  0.223
H: 1.328 -3.713 0.156  0.318
H: 0.628 -2.576 1.344  0.326
H: 1.901 -2.030 0.247  0.261
H: 0.217 -4.320 -2.334  0.346
H: 1.123 -4.261 -4.624  0.400
H: 1.924 -2.122 -5.583  0.407
H: 1.834 -0.062 -4.243  0.598
H: 3.372 0.466 -2.688  0.608
H: 4.584 2.607 -2.693  0.400
H: 3.499 4.640 -1.785  0.402
H: 1.217 4.528 -0.891  0.394
H: -0.850 4.312 -0.146  0.328
H: 0.067 3.307 1.015  0.495
H: -1.639 2.980 0.722  0.271
H: -1.403 3.379 -2.332  0.355
H: -2.350 2.150 -1.455  0.343
H: -1.132 1.645 -2.635  0.227
F: 0.025 -1.065 3.073  -0.465
Te: -1.442 0.104 3.088  2.193
F: -0.257 1.524 2.781  -0.454
F: -2.805 1.339 3.381  -0.413
F: -1.032 0.346 4.880  -0.392
F: -2.521 -1.295 3.675  -0.419
O: -1.863 -0.143 1.355  -0.897

**2S+1**: 3
**<S²>**: 2.037
**Frontier orbital gap (spin up / spin down)**: 7.77 / 6.41 eV
**Total energy**: -47794.6171 eV

***

5.
C21H34AuCl4N3O2PSi as an isolated structure, computed with the ωB97M-V functional and the def2-TZVPD basis.

Each line ends with the Mulliken charge.
Cartesian coordinates (Å):
Au: -0.449 -0.469 0.189  0.445
Cl: 0.348 -3.416 6.459  -0.260
C: -0.432 -2.986 4.968  0.090
C: -1.342 -3.836 4.373  0.134
Cl: -1.772 -5.322 5.160  -0.247
C: -1.901 -3.497 3.138  0.597
Cl: -3.026 -4.580 2.372  -0.245
C: -1.596 -2.305 2.454  -0.353
O: -2.065 -1.998 1.315  -0.877
C: -0.675 -1.402 3.110  -0.282
O: -0.382 -0.267 2.495  -0.620
C: -0.128 -1.769 4.330  0.414
Cl: 0.991 -0.675 5.114  -0.249
C: 0.446 4.714 2.199  -0.796
N: -0.191 3.382 2.500  0.101
C: 0.761 2.563 3.384  -0.471
N: 2.041 2.473 2.781  0.225
C: 2.591 3.782 2.517  -0.906
N: 1.739 4.565 1.622  0.140
C: 1.675 3.929 0.297  -1.336
P: 0.959 2.144 0.215  0.679
C: -0.534 2.635 1.252  -1.011
C: 2.061 1.573 1.623  -0.780
H: 0.521 5.262 3.141  0.353
H: -0.209 5.257 1.515  0.385
H: -1.051 3.513 3.031  0.366
H: 0.324 1.561 3.452  0.027
H: 0.821 3.072 4.349  0.283
H: 3.577 3.682 2.064  0.389
H: 2.690 4.321 3.465  0.287
H: 2.688 3.893 -0.113  0.480
H: 1.084 4.570 -0.363  0.424
H: -1.045 1.711 1.522  0.515
H: -1.204 3.254 0.651  0.415
H: 3.084 1.501 1.247  0.551
H: 1.709 0.591 1.935  0.200
C: -0.017 0.978 -3.098  -1.441
Si: -0.318 -0.656 -2.126  0.454
C: 1.190 -1.754 -2.661  2.136
C: 0.966 -3.217 -2.272  -1.705
C: 2.412 -1.242 -1.887  -1.752
C: 1.494 -1.669 -4.159  -1.879
C: -2.031 -1.282 -2.793  2.428
C: -2.994 -0.091 -2.702  -2.005
C: -2.582 -2.401 -1.901  -1.889
C: -2.021 -1.787 -4.239  -2.074
H: -0.218 0.889 -4.168  0.387
H: 1.017 1.311 -2.979  0.326
H: -0.657 1.764 -2.691  0.279
H: 0.795 -3.307 -1.196  0.266
H: 1.840 -3.826 -2.537  0.500
H: 0.102 -3.641 -2.788  0.291
H: 2.294 -1.432 -0.818  0.282
H: 2.547 -0.164 -2.017  0.271
H: 3.325 -1.744 -2.230  0.470
H: 0.635 -1.984 -4.754  0.279
H: 2.342 -2.312 -4.420  0.533
H: 1.743 -0.645 -4.446  0.323
H: -2.946 0.369 -1.711  0.277
H: -4.025 -0.419 -2.877  0.491
H: -2.742 0.673 -3.443  0.346
H: -2.664 -2.086 -0.862  0.424
H: -1.936 -3.282 -1.917  0.247
H: -3.577 -2.704 -2.250  0.486
H: -1.609 -1.041 -4.924  0.358
H: -3.042 -2.017 -4.566  0.513
H: -1.432 -2.702 -4.332  0.311

**2S+1**: 1
**Relative energy (zero: lowest compared OMol25 entry of this formula, charge and spin)**: 84.1 kJ/mol
**Total charge**: -1
**Frontier orbital gap**: 4.71 eV
**Total energy**: -101844.0118 eV

***

6.
One molecule with the formula C19H28N2O, computed with the ωB97M-V functional and the def2-TZVPD basis.

Each line ends with the Mulliken charge.
Cartesian coordinates (Å):
C: 5.856 1.660 -0.732  -1.494
C: 4.472 1.156 -0.454  1.054
C: 3.402 1.561 -1.239  -1.147
C: 2.122 1.106 -1.005  -1.135
C: 1.866 0.220 0.043  1.066
C: 2.940 -0.186 0.833  -0.438
C: 4.228 0.269 0.598  0.810
C: 5.352 -0.196 1.473  -1.736
H: 4.990 -0.873 2.243  0.373
H: 6.108 -0.715 0.883  0.333
H: 5.837 0.651 1.956  0.339
H: 2.777 -0.869 1.653  0.196
N: 0.559 -0.158 0.296  0.076
H: -0.066 0.041 -0.475  0.100
C: 0.210 -1.370 1.000  -0.110
C: 0.597 -2.651 0.239  -0.865
C: -0.228 -2.786 -1.039  -0.597
C: -1.720 -2.697 -0.720  -1.094
N: -2.011 -1.462 -0.015  0.121
C: -2.732 -0.496 -0.641  0.276
O: -3.205 -0.687 -1.748  -0.704
C: -2.971 0.802 0.113  0.844
H: -2.064 1.137 0.623  0.446
C: -3.469 1.919 -0.805  -1.214
H: -4.211 1.504 -1.487  0.319
C: -4.104 2.926 0.153  -0.556
C: -4.633 2.095 1.337  -0.658
H: -5.721 2.119 1.387  0.350
C: -4.132 0.661 1.109  -0.928
H: -3.836 0.175 2.039  0.271
H: -4.914 0.057 0.646  0.409
H: -4.252 2.488 2.280  0.276
H: -3.350 3.633 0.500  0.281
H: -4.895 3.496 -0.331  0.380
H: -2.667 2.356 -1.399  0.418
C: -1.310 -1.364 1.240  -1.503
H: -1.592 -0.463 1.779  0.519
H: -1.577 -2.231 1.856  0.312
H: -2.315 -2.703 -1.635  0.468
H: -2.020 -3.541 -0.088  0.368
H: -0.015 -3.739 -1.524  0.438
H: 0.039 -1.990 -1.737  0.272
H: 1.661 -2.619 -0.003  0.453
H: 0.420 -3.513 0.886  0.460
H: 0.711 -1.356 1.975  0.370
H: 1.305 1.434 -1.633  0.459
H: 3.575 2.246 -2.058  0.305
H: 6.252 2.198 0.129  0.324
H: 5.853 2.332 -1.586  0.369
H: 6.534 0.833 -0.946  0.321

**2S+1**: 1
**Relative energy (zero: lowest compared OMol25 entry of this formula, charge and spin)**: 0.0 kJ/mol
**Frontier orbital gap**: 8.37 eV
**Total energy**: -25186.5004 eV

***

- What is the total energy in the first record?
  -5184.2749 eV

***

Copy entry 6 word for word.
One molecule with the formula C19H28N2O, computed with the ωB97M-V functional and the def2-TZVPD basis.

Each line ends with the Mulliken charge.
Cartesian coordinates (Å):
C: 5.856 1.660 -0.732  -1.494
C: 4.472 1.156 -0.454  1.054
C: 3.402 1.561 -1.239  -1.147
C: 2.122 1.106 -1.005  -1.135
C: 1.866 0.220 0.043  1.066
C: 2.940 -0.186 0.833  -0.438
C: 4.228 0.269 0.598  0.810
C: 5.352 -0.196 1.473  -1.736
H: 4.990 -0.873 2.243  0.373
H: 6.108 -0.715 0.883  0.333
H: 5.837 0.651 1.956  0.339
H: 2.777 -0.869 1.653  0.196
N: 0.559 -0.158 0.296  0.076
H: -0.066 0.041 -0.475  0.100
C: 0.210 -1.370 1.000  -0.110
C: 0.597 -2.651 0.239  -0.865
C: -0.228 -2.786 -1.039  -0.597
C: -1.720 -2.697 -0.720  -1.094
N: -2.011 -1.462 -0.015  0.121
C: -2.732 -0.496 -0.641  0.276
O: -3.205 -0.687 -1.748  -0.704
C: -2.971 0.802 0.113  0.844
H: -2.064 1.137 0.623  0.446
C: -3.469 1.919 -0.805  -1.214
H: -4.211 1.504 -1.487  0.319
C: -4.104 2.926 0.153  -0.556
C: -4.633 2.095 1.337  -0.658
H: -5.721 2.119 1.387  0.350
C: -4.132 0.661 1.109  -0.928
H: -3.836 0.175 2.039  0.271
H: -4.914 0.057 0.646  0.409
H: -4.252 2.488 2.280  0.276
H: -3.350 3.633 0.500  0.281
H: -4.895 3.496 -0.331  0.380
H: -2.667 2.356 -1.399  0.418
C: -1.310 -1.364 1.240  -1.503
H: -1.592 -0.463 1.779  0.519
H: -1.577 -2.231 1.856  0.312
H: -2.315 -2.703 -1.635  0.468
H: -2.020 -3.541 -0.088  0.368
H: -0.015 -3.739 -1.524  0.438
H: 0.039 -1.990 -1.737  0.272
H: 1.661 -2.619 -0.003  0.453
H: 0.420 -3.513 0.886  0.460
H: 0.711 -1.356 1.975  0.370
H: 1.305 1.434 -1.633  0.459
H: 3.575 2.246 -2.058  0.305
H: 6.252 2.198 0.129  0.324
H: 5.853 2.332 -1.586  0.369
H: 6.534 0.833 -0.946  0.321

**2S+1**: 1
**Relative energy (zero: lowest compared OMol25 entry of this formula, charge and spin)**: 0.0 kJ/mol
**Frontier orbital gap**: 8.37 eV
**Total energy**: -25186.5004 eV

***

- Look up the 2S+1 of the second one.
  1